A molecular structure, C3H2O4Sr, computed with ωB97M-V with the def2-TZVPD basis set.

Values from the calculation:
Total charge: +2
Gap between HOMO and LUMO, eV: 8.235
HOMO, hartree: -0.6389
Relative energy (zero: lowest compared OMol25 entry of this formula, charge and spin), kcal/mol: 133.2

XYZ file:
```
10
C3H2O4Sr (ωB97M-V with the def2-TZVPD basis set)
C 0.39 2.75 0.79
C -0.04 1.48 0.03
O 0.79 0.82 -0.57
O -0.45 3.52 1.15
H 1.48 2.91 0.89
H -1.04 1.08 0.31
O -0.83 -3.69 -0.33
O 0.30 -3.56 -1.04
C -1.74 -3.92 0.34
Sr 1.14 -1.40 -1.56
```



A molecular structure, C3H2O4Tl, computed with ωB97M-V with the def2-TZVPD basis set.

Values from the calculation:
Total charge: +3
Gap between HOMO and LUMO, eV: 6.576
HOMO, hartree: -0.9752
Relative energy (zero: lowest compared OMol25 entry of this formula, charge and spin), kcal/mol: 0.0

XYZ file:
```
10
C3H2O4Tl (ωB97M-V with the def2-TZVPD basis set)
H -1.47 -0.97 0.80
C -2.22 0.15 -0.44
C -0.95 -0.06 0.27
O 0.02 -0.39 -0.63
C 1.31 -0.20 -0.24
O 1.57 0.06 0.96
O 2.18 -0.20 -1.13
O -3.16 0.63 -0.84
Tl 3.48 0.15 0.36
H -0.75 0.84 0.88
```



A molecular structure, C3H2O4Zn, computed with ωB97M-V with the def2-TZVPD basis set.

Values from the calculation:
Total charge: +1
Gap between HOMO and LUMO (alpha / beta), eV: 5.387 / 9.249
Expectation value of S²: 0.751
2S+1: 2
HOMO (alpha / beta), hartree: -0.4254 / -0.5678

XYZ file:
```
10
C3H2O4Zn (ωB97M-V with the def2-TZVPD basis set)
H -0.53 -1.25 0.82
C -2.22 -0.64 -0.24
C -0.76 -0.65 -0.07
O -0.31 0.65 -0.05
C 1.10 0.83 0.03
O 1.80 -0.19 0.12
O 1.52 1.99 0.13
O -3.33 -0.70 -0.15
Zn 3.32 1.19 0.46
H -0.59 -1.23 -1.05
```



A molecular structure, C3H2O8P2PdS4, computed with ωB97M-V with the def2-TZVPD basis set.

Values from the calculation:
Total charge: -2
Gap between HOMO and LUMO (alpha / beta), eV: 4.489 / 6.217
Expectation value of S²: 2.022
2S+1: 3
HOMO (alpha / beta), hartree: 0.0038 / -0.0605

XYZ file:
```
20
C3H2O8P2PdS4 (ωB97M-V with the def2-TZVPD basis set)
Pd -0.03 -0.18 -0.33
O 3.79 1.46 0.73
P 3.10 0.64 -0.39
O 4.04 -0.02 -1.31
O 1.94 -0.29 0.20
O 2.04 1.79 -1.18
P 1.19 2.75 -0.23
O 0.99 4.15 -1.06
O 1.87 3.02 1.12
O -0.14 1.94 -0.19
H 2.89 1.98 1.06
H 1.27 4.96 -0.55
O -4.98 -4.58 -0.08
C -4.17 -3.82 0.37
S -2.48 -4.39 0.64
C -1.81 -2.87 0.19
C -2.66 -1.78 0.33
S -2.31 -0.21 -0.20
S -4.36 -2.07 0.84
S -0.19 -2.49 0.04
```



A single C3H2OS molecule, computed with ωB97M-V with the def2-TZVPD basis set.

Values from the calculation:
Total charge: 0
Gap between HOMO and LUMO, eV: 9.787
SMILES string: C#CC(=O)S
HOMO, hartree: -0.3738
Relative energy (zero: lowest compared OMol25 entry of this formula, charge and spin), kcal/mol: 18.7

XYZ file:
```
7
C3H2OS (ωB97M-V with the def2-TZVPD basis set)
C 0.66 -2.34 0.55
C 0.40 -1.17 0.33
C -0.26 0.07 0.34
O -1.18 0.42 1.07
S 0.26 1.15 -1.01
H 1.06 -3.26 0.87
H -0.53 2.11 -0.59
```



A single C3H2OS4 molecule, computed with ωB97M-V with the def2-TZVPD basis set.

Values from the calculation:
Total charge: 0
Gap between HOMO and LUMO, eV: 7.301
SMILES string: O=C(S)C(=S)C(=S)S
HOMO, hartree: -0.3339
Relative energy (zero: lowest compared OMol25 entry of this formula, charge and spin), kcal/mol: 0.0

XYZ file:
```
10
C3H2OS4 (ωB97M-V with the def2-TZVPD basis set)
O 0.64 1.31 -0.95
C 0.96 0.18 -0.71
S 2.40 -0.63 -1.38
C 0.09 -0.71 0.20
S 0.28 -2.29 0.36
C -0.95 0.07 0.93
S -0.53 0.92 2.25
S -2.54 -0.09 0.24
H 2.78 0.48 -2.04
H -3.13 0.74 1.10
```



Strongest force on any atom for the records above, in order: 2.020, 6.806, 2.496, 5.005, 4.474, 0.474 eV/Å